{
  "formula": "C10H17N",
  "method": "ωB97M-V/def2-TZVPD",
  "smiles": "c1ccncc1.CCCCC",
  "homo_energy_ev": -9.57,
  "homo_lumo_gap_ev": 10.35,
  "spin_multiplicity": 1,
  "max_force_ev_per_a": 4.7,
  "lumo_ev": 0.778,
  "de_lowest_kj_mol": 394.1,
  "mol_weight_da": 151.3,
  "species": ["C", "C", "C", "C", "C", "C", "C", "C", "C", "C", "H", "H", "H", "H", "H", "H", "H", "H", "H", "H", "H", "H", "H", "H", "H", "H", "H", "N"],
  "coordinates": [[-0.858, -2.170, -2.539], [0.194, -2.365, -1.408], [-0.298, -1.865, -0.074], [0.666, -2.076, 1.103], [0.078, -1.680, 2.452], [-0.053, 3.352, -0.242], [-0.273, 2.396, -1.176], [-0.150, 1.010, -0.817], [0.216, 0.635, 0.464], [0.344, 1.726, 1.379], [-1.885, -2.604, -2.181], [-0.973, -1.062, -2.670], [-0.530, -2.590, -3.485], [1.133, -1.839, -1.731], [0.431, -3.435, -1.358], [-0.591, -0.802, -0.210], [-1.233, -2.446, 0.113], [1.515, -1.422, 0.863], [1.046, -3.099, 1.091], [-0.779, -2.322, 2.662], [0.750, -1.768, 3.306], [-0.198, -0.627, 2.438], [-0.275, 4.422, -0.430], [-0.776, 2.469, -2.215], [-0.321, 0.318, -1.578], [0.272, -0.341, 0.880], [0.711, 1.748, 2.437], [0.359, 3.089, 1.031]],
  "forces_ev_per_a": [[-1.1, 0.6, 1.6], [0.6, -0.2, -1.3], [-1.9, -1.4, -0.5], [0.6, 0.0, -0.6], [0.0, -0.4, 0.3], [0.1, 1.6, 1.4], [-1.6, -3.2, -2.0], [0.9, 2.7, 0.8], [0.0, 4.3, 1.9], [2.0, 3.2, -0.4], [1.8, 0.7, -0.9], [-0.3, -1.0, -0.2], [-0.2, -0.2, 0.0], [-0.6, -0.4, 0.4], [0.1, 0.1, 0.1], [-0.6, -2.7, 0.0], [0.4, 0.4, 0.1], [0.4, -0.5, 0.3], [-0.1, 0.0, 0.1], [-0.2, 0.3, 0.1], [0.3, -0.3, -0.2], [-0.5, -0.2, 0.3], [0.5, -0.7, -0.1], [1.2, 0.8, 1.8], [-0.2, -1.0, -1.0], [0.4, 1.6, -0.2], [-0.7, -1.2, -0.9], [-1.4, -2.9, -0.9]],
  "nbo_charge": [-0.595, -0.396, -0.430, -0.439, -0.610, 0.009, -0.258, -0.175, -0.321, 0.026, 0.204, 0.187, 0.216, 0.193, 0.199, 0.236, 0.196, 0.201, 0.225, 0.211, 0.218, 0.207, 0.199, 0.226, 0.206, 0.260, 0.211, -0.409]
}


{
  "formula": "C3H3NO4",
  "method": "ωB97M-V/def2-TZVPD",
  "smiles": "O=C1OC/C(=N/O)O1",
  "homo_energy_ev": -9.78,
  "homo_lumo_gap_ev": 10.32,
  "spin_multiplicity": 1,
  "max_force_ev_per_a": 4.9,
  "lumo_ev": 0.546,
  "de_lowest_kj_mol": 301.3,
  "mol_weight_da": 117.1,
  "species": ["C", "C", "C", "H", "H", "H", "N", "O", "O", "O", "O"],
  "coordinates": [[0.408, -0.064, 0.032], [-0.444, 1.203, 0.081], [-1.639, -0.766, -0.053], [3.157, -0.800, -0.385], [-0.480, 1.891, -0.808], [-0.350, 1.622, 1.051], [1.676, 0.036, -0.103], [2.286, -1.113, 0.038], [-1.717, 0.624, -0.006], [-2.540, -1.467, -0.083], [-0.358, -1.166, 0.237]],
  "forces_ev_per_a": [[2.0, 2.4, -0.3], [-0.3, -1.1, -1.8], [1.5, 3.3, 2.0], [-1.3, -1.8, 1.2], [1.3, -0.4, 1.2], [0.3, 1.0, 0.6], [-4.1, 2.1, 0.3], [4.5, -1.5, -1.4], [-1.5, -2.1, -0.3], [-2.9, -2.4, -0.8], [0.6, 0.4, -0.8]],
  "nbo_charge": [0.411, -0.125, 0.970, 0.484, 0.224, 0.205, -0.171, -0.521, -0.500, -0.514, -0.462]
}


{
  "formula": "C36H60BN8P2Ru",
  "method": "ωB97M-V/def2-TZVPD",
  "homo_energy_ev": [-12.31, -12.60],
  "homo_lumo_gap_ev": [8.01, 5.59],
  "total_charge": 2,
  "spin_multiplicity": 6,
  "max_force_ev_per_a": 0.8,
  "lumo_ev": [-4.304, -7.005],
  "de_lowest_kj_mol": 198.0,
  "mol_weight_da": 778.8,
  "species": ["Ru", "C", "C", "C", "C", "P", "C", "N", "B", "N", "C", "P", "C", "C", "C", "C", "C", "C", "C", "C", "C", "C", "C", "C", "C", "C", "C", "C", "C", "C", "H", "H", "H", "H", "H", "H", "H", "H", "H", "H", "H", "H", "H", "H", "H", "H", "H", "H", "H", "H", "H", "H", "H", "H", "H", "H", "H", "H", "H", "H", "H", "H", "H", "H", "H", "H", "H", "H", "H", "H", "H", "H", "H", "H", "N", "C", "C", "N", "C", "C", "N", "C", "C", "N", "H", "H", "H", "H", "H", "H", "N", "C", "N", "C", "C", "C", "C", "C", "H", "H", "H", "H", "H", "H", "H", "H", "H", "H"],
  "coordinates": [[-0.082, 0.537, 0.595], [-2.332, 4.189, -2.216], [-1.539, 3.624, -1.030], [-0.490, 4.670, -0.620], [-2.511, 3.357, 0.133], [-0.728, 1.972, -1.376], [-2.012, 1.035, -2.325], [-2.295, -0.146, -1.558], [-1.492, -0.613, -0.477], [-2.169, -1.765, 0.025], [-1.731, -2.501, 1.183], [-0.783, -1.267, 2.177], [-2.076, -0.643, 3.394], [-1.462, 0.357, 4.381], [-3.131, 0.085, 2.540], [-2.771, -1.746, 4.193], [0.611, -2.250, 2.921], [0.125, -3.439, 3.749], [1.505, -1.327, 3.765], [1.432, -2.785, 1.731], [-3.340, -1.970, -0.714], [-4.342, -2.920, -0.584], [-5.425, -2.837, -1.447], [-5.500, -1.842, -2.422], [-4.494, -0.898, -2.561], [-3.418, -0.968, -1.688], [0.703, 2.098, -2.566], [1.061, 0.649, -2.949], [1.909, 2.760, -1.877], [0.346, 2.873, -3.834], [-2.669, 5.192, -1.935], [-3.228, 3.619, -2.453], [-1.731, 4.291, -3.118], [-1.001, 5.506, -0.132], [0.021, 5.074, -1.495], [0.258, 4.284, 0.069], [-2.980, 4.299, 0.438], [-2.006, 2.935, 1.006], [-3.312, 2.670, -0.160], [-1.623, 0.792, -3.313], [-2.907, 1.628, -2.466], [-1.088, -3.334, 0.912], [-2.570, -2.902, 1.745], [-0.910, 1.143, 3.873], [-0.803, -0.130, 5.102], [-2.271, 0.830, 4.945], [-2.691, 0.828, 1.875], [-3.815, 0.614, 3.210], [-3.724, -0.604, 1.933], [-2.099, -2.247, 4.884], [-3.255, -2.498, 3.570], [-3.559, -1.278, 4.792], [-0.295, -3.136, 4.704], [0.986, -4.080, 3.962], [-0.611, -4.050, 3.220], [1.047, -1.084, 4.723], [1.742, -0.395, 3.241], [2.450, -1.837, 3.973], [0.935, -3.616, 1.228], [2.390, -3.159, 2.104], [1.644, -2.015, 0.996], [-4.282, -3.708, 0.159], [-6.225, -3.563, -1.369], [-6.355, -1.811, -3.085], [-4.551, -0.137, -3.332], [1.131, -0.005, -2.086], [2.031, 0.644, -3.451], [0.333, 0.213, -3.635], [2.104, 2.343, -0.888], [1.777, 3.835, -1.775], [2.800, 2.593, -2.489], [-0.558, 2.498, -4.322], [1.168, 2.765, -4.549], [0.222, 3.939, -3.640], [4.338, 1.058, 0.862], [4.316, 0.099, -0.122], [3.023, -0.284, -0.218], [2.250, 0.423, 0.678], [3.084, 1.237, 1.352], [1.417, 2.509, 2.769], [0.486, 3.430, 2.059], [-0.172, 4.235, 3.049], [0.230, 3.802, 4.254], [1.136, 2.774, 4.132], [5.143, 1.595, 1.137], [5.200, -0.215, -0.655], [2.603, -1.022, -0.883], [-0.812, 5.057, 2.773], [-0.094, 4.148, 5.228], [1.678, 2.391, 4.888], [0.284, 2.047, 2.020], [2.804, 2.175, 2.402], [3.805, 2.811, 3.076], [4.968, 2.137, 3.687], [6.185, 3.076, 3.700], [6.138, 4.055, 2.524], [4.878, 4.945, 2.587], [3.756, 4.249, 3.370], [5.181, 1.212, 3.155], [4.713, 1.843, 4.710], [7.098, 2.481, 3.680], [6.207, 3.641, 4.635], [6.154, 3.500, 1.578], [7.036, 4.671, 2.519], [4.527, 5.167, 1.578], [5.100, 5.900, 3.067], [2.784, 4.658, 3.104], [3.895, 4.396, 4.445]],
  "forces_ev_per_a": [[0.7, -0.3, -0.3], [0.0, 0.1, 0.0], [0.1, 0.0, 0.2], [0.0, 0.0, -0.1], [0.0, 0.0, 0.0], [-0.1, -0.1, 0.0], [0.0, -0.1, 0.1], [0.0, 0.0, -0.1], [-0.5, 0.2, 0.3], [0.0, -0.2, -0.1], [0.0, 0.1, -0.1], [-0.4, 0.1, -0.1], [0.1, 0.1, 0.0], [0.0, -0.1, 0.0], [-0.1, -0.1, 0.1], [-0.1, 0.0, 0.0], [0.2, 0.2, -0.1], [0.1, -0.1, 0.1], [0.0, 0.0, 0.0], [0.0, -0.1, 0.1], [0.2, -0.1, 0.3], [0.0, -0.1, 0.0], [0.0, 0.0, 0.0], [0.0, 0.0, 0.0], [0.0, 0.1, -0.1], [0.2, 0.2, -0.2], [0.1, -0.1, 0.1], [0.0, 0.1, -0.2], [0.0, 0.0, -0.1], [0.1, 0.1, -0.1], [0.0, -0.1, 0.0], [0.0, -0.1, 0.0], [-0.1, 0.0, 0.1], [0.0, 0.0, -0.1], [0.0, 0.0, 0.0], [-0.1, 0.0, -0.1], [0.0, -0.1, -0.1], [0.0, 0.0, 0.0], [0.1, 0.0, 0.0], [0.0, 0.0, -0.1], [-0.2, 0.2, 0.0], [0.0, -0.2, 0.0], [-0.1, 0.0, 0.1], [0.0, 0.1, 0.0], [0.0, 0.0, 0.0], [0.0, -0.1, 0.0], [0.1, 0.1, -0.1], [0.0, -0.1, 0.0], [0.1, 0.0, 0.0], [0.0, 0.0, 0.0], [0.0, 0.0, 0.0], [0.0, 0.0, 0.0], [0.0, 0.0, 0.0], [-0.1, 0.0, 0.0], [0.0, 0.0, 0.0], [0.0, 0.0, 0.0], [0.0, -0.1, 0.0], [-0.1, 0.0, 0.0], [0.0, 0.0, 0.0], [-0.1, 0.0, 0.0], [0.0, 0.1, 0.0], [0.0, 0.1, -0.1], [0.0, 0.0, 0.0], [0.0, 0.0, 0.0], [0.0, 0.0, 0.1], [0.0, -0.1, 0.2], [0.0, 0.0, 0.0], [0.1, 0.0, 0.0], [0.0, 0.0, 0.0], [0.0, 0.0, 0.0], [0.0, 0.0, 0.0], [0.1, 0.0, 0.0], [-0.1, 0.0, 0.0], [0.0, -0.1, 0.0], [0.2, 0.0, -0.1], [0.1, 0.1, 0.0], [-0.1, 0.0, -0.1], [-0.4, -0.1, 0.1], [0.0, 0.0, -0.1], [0.0, 0.1, -0.1], [0.0, -0.3, 0.2], [0.0, -0.1, -0.2], [0.0, 0.0, 0.2], [0.0, -0.1, 0.2], [0.0, 0.0, 0.0], [-0.1, 0.1, 0.1], [0.0, 0.0, 0.1], [0.1, -0.1, 0.0], [0.1, 0.0, -0.1], [0.0, 0.1, 0.0], [0.0, 0.8, 0.1], [-0.1, -0.1, 0.0], [0.2, 0.0, 0.1], [0.0, 0.1, -0.1], [-0.1, 0.1, -0.1], [-0.1, 0.0, 0.1], [0.1, -0.1, 0.0], [0.1, -0.1, 0.0], [0.0, 0.0, 0.0], [-0.1, 0.0, 0.0], [0.0, 0.0, 0.0], [0.0, 0.0, 0.0], [0.0, 0.0, 0.0], [0.0, 0.0, 0.0], [0.0, 0.0, 0.0], [0.0, 0.0, 0.0], [-0.1, 0.0, 0.0], [0.0, 0.0, 0.0]],
  "lowdin_charge": [1.006, -0.069, -0.666, -0.088, -0.095, 1.107, -0.245, -0.017, -0.590, -0.029, -0.244, 1.098, -0.662, -0.085, -0.077, -0.068, -0.677, -0.065, -0.078, -0.087, -0.159, 0.000, -0.067, -0.068, 0.000, -0.152, -0.673, -0.087, -0.079, -0.071, 0.104, 0.079, 0.068, 0.096, 0.079, 0.043, 0.101, 0.037, 0.089, 0.095, 0.090, 0.095, 0.089, 0.036, 0.075, 0.099, 0.044, 0.103, 0.091, 0.069, 0.079, 0.103, 0.072, 0.103, 0.090, 0.071, 0.049, 0.097, 0.084, 0.102, 0.030, 0.116, 0.113, 0.113, 0.117, 0.031, 0.102, 0.087, 0.046, 0.070, 0.098, 0.087, 0.104, 0.074, 0.132, -0.032, -0.152, -0.009, -0.274, -0.421, 0.031, -0.046, -0.064, 0.120, 0.139, 0.133, 0.110, 0.116, 0.139, 0.161, 0.004, -0.082, -0.075, -0.130, -0.161, -0.175, -0.142, -0.130, 0.111, 0.128, 0.121, 0.120, 0.099, 0.118, 0.113, 0.121, 0.116, 0.132]
}


{
  "formula": "C2H2N2O2S",
  "method": "ωB97M-V/def2-TZVPD",
  "homo_energy_ev": -10.56,
  "homo_lumo_gap_ev": 10.13,
  "spin_multiplicity": 1,
  "max_force_ev_per_a": 4.6,
  "lumo_ev": -0.435,
  "de_lowest_kj_mol": 432.1,
  "mol_weight_da": 118.1,
  "species": ["C", "C", "N", "N", "O", "O", "S", "H", "H"],
  "coordinates": [[1.323, -1.009, -0.468], [-0.017, -0.482, -0.464], [2.321, -1.577, -0.331], [-1.081, -1.246, 0.357], [-2.103, -1.404, -0.220], [-0.829, -1.561, 1.474], [0.068, 1.138, 0.428], [-0.528, -0.315, -1.710], [0.435, 0.453, 1.630]],
  "forces_ev_per_a": [[0.4, -1.7, 0.4], [-1.6, 2.2, -3.0], [-0.7, 0.7, -0.3], [1.3, 0.0, -1.4], [-1.8, -0.3, -0.8], [0.7, -0.3, 1.3], [0.4, -1.0, 1.0], [1.7, -0.6, 4.3], [-0.4, 1.0, -1.5]],
  "nbo_charge": [0.203, -0.362, -0.228, 0.544, -0.338, -0.351, 0.036, 0.322, 0.174]
}


> What is the formula in the fourth record?

C2H2N2O2S


What did the fourth record say?
{
  "formula": "C2H2N2O2S",
  "method": "ωB97M-V/def2-TZVPD",
  "homo_energy_ev": -10.56,
  "homo_lumo_gap_ev": 10.13,
  "spin_multiplicity": 1,
  "max_force_ev_per_a": 4.6,
  "lumo_ev": -0.435,
  "de_lowest_kj_mol": 432.1,
  "mol_weight_da": 118.1,
  "species": ["C", "C", "N", "N", "O", "O", "S", "H", "H"],
  "coordinates": [[1.323, -1.009, -0.468], [-0.017, -0.482, -0.464], [2.321, -1.577, -0.331], [-1.081, -1.246, 0.357], [-2.103, -1.404, -0.220], [-0.829, -1.561, 1.474], [0.068, 1.138, 0.428], [-0.528, -0.315, -1.710], [0.435, 0.453, 1.630]],
  "forces_ev_per_a": [[0.4, -1.7, 0.4], [-1.6, 2.2, -3.0], [-0.7, 0.7, -0.3], [1.3, 0.0, -1.4], [-1.8, -0.3, -0.8], [0.7, -0.3, 1.3], [0.4, -1.0, 1.0], [1.7, -0.6, 4.3], [-0.4, 1.0, -1.5]],
  "nbo_charge": [0.203, -0.362, -0.228, 0.544, -0.338, -0.351, 0.036, 0.322, 0.174]
}